The following is a quantum chemistry calculation of a cluster of 7 separate species, C27H56IN9O7P in total at a distorted geometry, from the OMol25 dataset.

Last column: Mulliken charge in e.
Positions of all 101 atoms, in Å:
I  0.47476  -4.64139  2.94455  0.022
P  -3.24800  -1.04812  -3.48475  0.255
O  -1.95633  -1.58855  9.20553  -0.573
O  -0.84391  4.36213  5.21648  -0.566
O  -4.12592  -1.58191  -4.86782  -0.503
O  0.82869  6.05546  -0.36941  -0.646
O  -0.26681  1.97108  -4.28074  -0.654
O  -3.36847  1.54594  0.22139  -0.535
O  2.93393  -3.20866  -1.10909  -0.771
N  4.52592  -1.57364  -1.32857  0.127
N  -0.61446  5.55024  3.26918  0.163
N  -2.31866  1.09158  2.21416  0.238
N  -1.02127  -3.04748  7.70517  0.124
N  -2.99509  -3.61548  -2.78644  -0.953
N  -0.23444  1.45715  -6.51648  0.150
N  -2.29370  -2.48962  -2.90548  0.961
N  -4.32215  -0.72444  -2.13070  -0.523
N  2.41604  4.59780  -1.15212  0.184
C  0.22745  1.79748  -7.84815  -0.943
C  -2.25480  1.30744  3.64715  -1.119
C  5.53926  -2.35861  -0.64730  -0.983
C  3.50224  5.29712  -0.49160  -0.943
C  -0.52500  0.37627  -2.13851  -0.099
C  -0.06748  -6.09726  -1.35756  -0.637
C  -2.30874  -4.74498  -2.30082  -0.393
C  0.11900  -3.32344  8.55777  -0.929
C  -0.76768  -4.78577  -1.92577  0.143
C  0.60972  -5.64916  0.05314  -0.426
C  -3.26254  1.68791  1.43006  0.008
C  0.08932  2.20333  -5.42714  0.016
C  -1.11202  -3.70794  6.41977  -0.940
C  1.14536  5.07220  -1.01356  0.013
C  -0.33945  5.26569  4.57275  0.052
C  -1.06900  0.28331  -6.34149  -0.674
C  -0.19166  -0.81641  -2.83348  -0.661
C  4.86972  -0.25123  -1.81183  -0.895
C  3.28575  -2.10212  -1.49281  0.738
C  0.02615  6.64344  2.56297  -0.698
C  -0.53574  -5.52987  1.19882  -0.875
C  -1.97458  -2.17334  8.14065  0.112
C  2.71578  3.41864  -1.93721  -0.730
C  -1.57951  4.73239  2.56542  -0.842
C  -0.02806  -3.41089  -2.12660  -0.014
C  -1.35069  0.21488  1.59101  -0.943
C  -0.91086  -2.21524  -2.65777  0.530
H  -4.66485  -2.38240  -4.65199  0.351
H  -0.57425  -0.40903  -5.65583  0.052
H  -1.13022  -4.78972  6.57642  0.340
H  5.69068  -0.33592  -2.52791  0.366
H  0.65241  -2.39041  8.75545  0.297
H  -1.28221  1.73680  3.89888  0.439
H  1.38770  -6.42995  0.34911  0.381
H  -2.87709  -5.73417  -2.15194  0.320
H  -0.79179  0.77882  0.83912  0.195
H  0.81948  0.96810  -8.24273  0.341
H  -4.28559  0.26084  -1.83483  0.233
H  0.72392  3.06990  -5.66972  0.311
H  -1.69632  5.07523  1.53662  0.379
H  0.72664  7.17228  3.21173  0.305
H  0.66499  -6.59367  -2.07448  0.344
H  0.56623  6.24189  1.70297  0.183
H  0.39702  4.46980  -1.55357  0.400
H  -1.87831  -0.60454  1.09493  0.307
H  3.18324  2.66985  -1.29166  0.477
H  -5.28375  -1.05338  -2.29514  0.251
H  5.69430  -3.29302  -1.19174  0.297
H  3.53826  6.32701  -0.85473  0.300
H  -1.19613  0.34894  -1.20960  0.237
H  -1.37573  -4.81027  0.88151  0.372
H  5.19117  -2.59473  0.36107  0.310
H  -0.87608  -6.88172  -1.10574  0.321
H  -0.23445  -3.73215  9.50744  0.297
H  0.40616  5.94467  5.01619  0.273
H  -0.66158  -0.18866  2.33354  0.439
H  -1.23820  3.69387  2.57105  0.113
H  -0.15941  1.39857  -2.55703  -0.018
H  -1.24197  -0.20924  -7.29875  0.392
H  3.31634  5.31213  0.58507  0.281
H  1.08964  -3.30011  -1.88796  0.255
H  3.40650  3.69055  -2.73989  0.373
H  -2.37380  0.34830  4.15776  0.402
H  6.47755  -1.80630  -0.59159  0.393
H  4.45364  4.80359  -0.69293  0.377
H  5.18499  0.36600  -0.96689  0.366
H  -2.54036  4.78859  3.08412  0.337
H  4.01600  0.22118  -2.30098  0.242
H  -2.01656  -3.40842  5.88774  0.300
H  -2.02419  0.58470  -5.90510  0.293
H  -2.79636  -2.03448  7.41928  0.274
H  -0.94384  -6.55122  1.49960  0.432
H  -0.74078  7.34196  2.21884  0.298
H  0.67172  -0.76723  -3.58944  0.670
H  1.11899  -4.62377  -0.02737  0.193
H  2.59358  -1.42617  -2.02085  -0.263
H  1.80815  2.99782  -2.37388  -0.109
H  -3.95099  2.33426  1.99650  0.298
H  -3.04156  1.98760  3.97602  0.317
H  0.84185  2.69886  -7.83102  0.299
H  0.79131  -4.03627  8.07880  0.360
H  -0.23825  -3.44069  5.81973  0.296
H  -0.63817  1.96676  -8.49293  0.338

Values from the calculation:
* LUMO level: -4.146 eV
* E: -74029.8451 eV
* Kohn-Sham gap: 6.25 eV
* net charge: +1
* F_max: 0.0983 Eh/bohr